(1)
18 unconnected molecules or ions with the total composition H37O18 at a distorted geometry, computed with ωB97M-V with the def2-TZVPD basis set.

XYZ file:
```
55
Properties=species:S:1:pos:R:3
O -2.5430 1.7858 -0.3907
O 0.0417 -4.6661 -1.2935
O 5.0923 -2.2605 -1.4100
O 1.0275 1.9667 3.6244
O 3.3140 1.3341 -0.5976
O 1.5124 4.6449 -1.5149
O 0.7118 1.2515 -5.6175
O -1.6224 1.3938 3.0201
O -0.5066 1.1129 -2.9341
O 1.3992 2.8877 0.4521
O -0.5495 -0.4738 1.2997
O 0.7235 0.6806 -0.6135
O 1.5191 -2.5490 -1.5596
O -5.0393 -0.1744 -0.9909
O -0.2565 -2.7165 5.1162
O 3.2814 -1.2338 1.3311
O -5.3715 -1.7378 1.3796
O -2.6844 -2.1288 1.5246
H 3.4785 -2.1921 1.4994
H -2.5051 -2.9689 1.8531
H -5.6436 -1.8825 0.3821
H -2.7710 2.1843 0.4605
H 0.1626 1.0268 -1.4302
H -4.1884 0.3893 -1.2291
H 0.2402 0.0912 0.1115
H -1.3869 -1.2463 1.3043
H 1.6380 3.3490 -0.4389
H -5.0489 -0.6468 -1.8722
H 0.8184 1.9087 2.7961
H -2.1747 1.4696 3.9230
H 1.5411 0.6392 -5.7147
H 2.4632 -1.0794 1.8239
H 0.7895 5.3351 -1.5519
H -3.0385 1.0032 -0.5709
H -0.2711 0.1422 -3.1778
H -0.2174 -1.9492 4.7085
H 5.0753 -2.0442 -0.5394
H 2.5947 0.7630 -0.6580
H -1.1995 2.2609 3.1443
H -0.6176 -2.3203 6.0063
H 2.2329 2.5921 0.6786
H -5.9995 -1.0230 1.4828
H -0.9545 0.2647 1.7776
H -3.5167 -1.7543 1.6778
H 0.7804 -4.1297 -1.3265
H 4.0592 0.7430 -0.4145
H -0.1254 1.7198 -3.6296
H 2.0613 -2.9613 -2.2634
H 1.2816 2.8090 4.0578
H 0.9109 1.7239 -0.3828
H 5.7348 -2.8193 -1.6952
H 0.1122 1.0496 -6.4630
H 2.0283 5.1347 -2.2832
H -0.6546 -4.5424 -1.7854
H 2.2603 -2.1570 -1.0866
```

## Properties
- Gap between HOMO and LUMO: 0.3813 Ha
- Energy: -1376.12155 Eh
- Relative energy (zero: lowest compared OMol25 entry of this formula, charge and spin): 700.2 kJ/mol
- HOMO energy: -12.866 eV
- Molar mass: 325.3 g/mol
- Charge: +1


(2)
18 unconnected molecules or ions with the total composition H37O18 at a distorted geometry, computed with ωB97M-V with the def2-TZVPD basis set.

XYZ file:
```
55
Properties=species:S:1:pos:R:3
O 0.6179 5.8651 0.4010
O -0.3530 -1.2325 -0.2541
O 3.1208 0.7572 -4.2962
O -1.6724 -2.9024 -3.2402
O 2.0711 -0.0966 0.0721
O 3.8630 -2.3679 -1.1747
O -0.0600 -1.0672 -2.7774
O 1.8779 4.7115 -0.9686
O -4.0469 -4.1957 -0.0565
O -1.2461 -3.8048 3.6562
O -4.0846 -0.5257 3.5920
O -0.0518 -1.4009 3.6838
O 4.2106 -1.0984 1.4723
O -0.4665 2.3048 -1.9625
O 1.1262 0.5726 2.5517
O 3.3017 2.0401 -0.3314
O -2.6736 -0.0133 -0.3589
O -5.1606 1.8533 -0.1600
H -0.0839 2.4100 -1.1364
H 3.8012 1.3314 -4.1353
H -0.6568 -0.2731 -2.8973
H -4.8719 -4.0714 -0.0690
H -3.6952 -4.3494 0.7765
H 4.8986 -2.6211 -1.1821
H -0.7193 -1.9231 -2.7369
H 2.6653 4.9250 -1.5814
H -6.0529 1.4501 0.1859
H -3.5107 -0.1240 -0.1358
H -5.2969 2.8939 0.0411
H 1.5398 0.4673 1.7815
H 1.7035 1.2711 2.8454
H 2.0248 0.7685 -0.1409
H 1.9202 5.2669 -0.1676
H -0.0940 -1.4144 -1.7213
H -4.9703 -0.6338 3.9118
H -1.4101 -3.9102 -3.3789
H 3.9600 -1.5069 -0.8200
H -0.0202 5.2013 0.7936
H -2.5371 -2.9803 -2.8796
H -4.1320 0.1964 3.0115
H -0.8542 -2.9535 3.5536
H -1.0691 -1.2082 0.4056
H 3.1302 2.9073 -0.4124
H -0.0021 -0.6956 2.9865
H 3.8493 -1.9446 1.1380
H 2.9001 -0.0877 0.6967
H -1.0055 -1.3592 4.0722
H -0.0965 6.5588 0.2322
H -2.6444 0.9468 -0.4416
H 3.3521 1.4511 -1.1441
H 3.9460 -1.1427 2.4437
H -1.2938 -3.6686 4.6477
H 2.8080 0.7217 -5.2006
H 0.2412 -0.4548 -0.1148
H -0.7132 3.3611 -2.0160
```

## Properties
- Gap between HOMO and LUMO: 0.3640 Ha
- Energy: -1376.05785 Eh
- Relative energy (zero: lowest compared OMol25 entry of this formula, charge and spin): 867.5 kJ/mol
- HOMO energy: -12.579 eV
- Molar mass: 325.3 g/mol
- Charge: +1


(3)
19 unconnected molecules or ions with the total composition H37O19 at a distorted geometry, computed with ωB97M-V with the def2-TZVPD basis set.

XYZ file:
```
56
Properties=species:S:1:pos:R:3
O 0.7970 2.9223 0.2120
O -0.7892 -3.9944 0.4055
O 1.7329 0.0171 -2.7165
O 3.1003 -2.3391 2.1514
O 4.4654 1.8270 1.6667
O -2.3831 0.0107 2.6561
O 3.9068 -0.7730 -0.6418
O -4.5586 -1.5380 -1.4356
O -0.2661 -2.8791 -3.2718
O -2.0802 0.0206 -1.2699
O -2.3537 3.1690 -2.1109
O 1.1813 0.3813 0.6946
O 0.0461 2.3130 3.8564
O -0.7280 0.2681 -3.5689
O 0.6663 -0.3844 3.2049
O -3.8049 -2.1093 1.8116
O 2.9498 3.5319 -1.7637
O 0.5903 -1.9246 -0.4284
O -1.3288 1.3557 0.7997
H -0.1012 -3.4402 0.6984
H -1.8386 0.5255 3.2486
H -1.7622 0.1361 1.7452
H 0.4711 -2.0764 -1.3459
H 0.2009 2.0095 2.9617
H 4.4341 0.8844 1.4765
H -1.8693 1.8956 0.6155
H -0.4948 -2.0251 -3.7458
H 1.1505 -0.5643 -3.1138
H -1.3119 -0.1298 -4.3572
H 0.0584 2.1485 0.5412
H -1.1756 -3.2785 -3.0125
H -3.9905 -1.1957 2.2663
H -3.3726 -2.5059 2.5745
H 1.5239 -1.6982 -0.5576
H 3.1914 2.7017 -1.1947
H -4.7771 -1.6331 -0.4930
H 0.4313 0.8288 0.4986
H -4.0599 -0.6495 -1.5027
H -0.5451 1.6153 4.2376
H -1.6426 -3.4477 0.6054
H 2.3737 4.0776 -1.2185
H 3.0727 -2.7223 2.8742
H 1.3884 -0.3644 0.0829
H 1.1188 0.3306 2.7267
H 2.5416 -1.4878 2.1996
H -1.2671 0.2081 -2.6991
H 0.4257 3.6920 0.7382
H 3.7335 1.9806 1.1852
H -1.5164 0.4960 -0.6035
H 0.2839 -0.7352 2.3742
H 3.8946 0.2604 -0.7429
H 1.2426 0.8766 -2.8711
H -1.3997 2.9205 -2.0692
H -1.8118 -0.8250 -0.9762
H -2.7319 2.4137 -2.4455
H 2.9874 -1.0975 -0.9527
```

## Properties
- Gap between HOMO and LUMO: 0.3378 Ha
- Energy: -1451.63544 Eh
- Relative energy (zero: lowest compared OMol25 entry of this formula, charge and spin): 701.3 kJ/mol
- HOMO energy: -7.151 eV
- Molar mass: 341.3 g/mol
- Charge: -1


(4)
A molecular structure, H38NaO19 at a distorted geometry, computed with ωB97M-V with the def2-TZVPD basis set.

XYZ file:
```
58
Properties=species:S:1:pos:R:3
Na -0.1692 -0.2752 0.4710
O 1.1116 -1.8166 -0.5690
O 1.7122 1.2994 -4.3869
O 0.1485 4.7223 -1.7893
O -2.9251 -3.6207 -3.0874
O -0.6322 1.2305 -1.7703
O 0.7436 -3.0386 4.2926
O -0.4718 3.8560 2.9445
O -0.2454 -2.6271 1.9498
O -2.8143 -1.3103 -1.7587
O 0.8442 3.8876 0.6049
O -0.0860 -0.6156 -3.5509
O -2.3117 0.1122 1.2228
O -3.4583 -2.3629 1.5881
O 3.3470 -3.4904 -0.7040
O 2.7360 1.7139 -1.4872
O -4.9803 0.5516 0.2406
O 4.1249 -1.0755 0.8653
O 1.9024 2.6251 3.3823
O 1.7260 0.8365 1.4432
H 1.7962 1.4090 2.2071
H -0.8515 4.7091 3.1548
H -3.5427 -1.0380 -1.2005
H 2.5393 1.0974 -4.8243
H 1.3100 0.4454 -4.2279
H 4.0694 -0.3390 0.2565
H -2.3080 0.0560 2.1783
H -0.4341 0.6706 -2.5210
H -5.6724 1.0961 -0.1345
H -0.0040 4.0293 -2.4317
H -3.2393 0.1249 0.9867
H 2.5535 2.3887 -0.8333
H 0.3496 -3.1175 5.1614
H 1.7132 4.2053 0.8503
H 3.7937 -4.1822 -0.2161
H -0.4787 -0.3038 -4.3662
H -2.4824 -3.6421 -3.9358
H 1.6819 -3.1532 4.4433
H -2.3317 -0.5026 -1.9345
H 2.2904 0.0914 1.6490
H 2.5522 3.0172 3.9657
H -4.3176 -2.6587 1.2876
H -2.8349 -2.8487 1.0481
H 1.8989 1.5767 -1.9306
H -5.4437 -0.0825 0.7878
H 1.1144 3.1529 3.5115
H 1.9740 -2.1240 -0.8485
H -1.1815 3.3759 2.5179
H -0.9241 -3.2549 2.1980
H 0.7754 -2.5188 -0.0120
H 4.0981 -1.8518 0.3060
H 0.4167 3.6902 1.4383
H 3.6051 -3.6337 -1.6145
H 0.2511 -1.4857 -3.7642
H -0.8997 2.0644 -2.1569
H 0.2883 -2.5265 2.7380
H -2.6323 -2.8033 -2.6845
H 0.2052 4.2641 -0.9508
```

## Properties
- Gap between HOMO and LUMO: 0.3685 Ha
- Energy: -1614.54562 Eh
- Relative energy (zero: lowest compared OMol25 entry of this formula, charge and spin): 157.8 kJ/mol
- HOMO energy: -12.585 eV
- Molar mass: 365.3 g/mol
- Charge: +1


(5)
19 unconnected molecules or ions with the total composition H38O19 at a distorted geometry, computed with ωB97M-V with the def2-TZVPD basis set.

XYZ file:
```
57
Properties=species:S:1:pos:R:3
O -1.1723 -8.3884 12.1161
O -0.0617 -1.6829 15.0382
O -2.9773 -8.5093 15.4472
O -1.4201 -10.8520 17.3142
O -1.1632 -6.3547 15.2632
O 1.3631 -6.6513 20.7342
O 3.8003 -6.3218 14.9033
O 4.1225 -4.5068 18.4444
O 3.1172 -1.2357 15.2059
O 3.8362 -9.0307 16.1294
O 2.3772 -2.4425 20.1208
O 4.4110 -3.6057 15.5827
O 2.2569 -8.6694 18.6905
O 1.1760 -7.0131 16.5729
O -0.1632 -9.4667 19.9817
O -2.0089 -2.5847 16.9726
O 1.1556 -4.8970 18.4220
O 1.1077 -1.1368 18.1543
O 1.3903 -12.3206 17.7703
H -1.4140 -2.4818 16.2343
H 1.2657 -13.0859 18.3438
H 1.7736 -2.7714 20.8069
H 2.9913 -9.2019 15.7057
H 4.4105 -9.8022 16.0606
H 4.1943 -7.0062 15.4685
H -1.3848 -5.4730 15.5376
H -2.3262 -10.5226 17.2266
H -2.4682 -3.4238 16.8820
H -0.2957 -0.8014 15.3883
H -0.2835 -6.5134 15.6153
H 1.4074 -7.5910 17.3333
H 2.9722 -8.8843 18.0710
H 1.2308 -6.1291 16.9857
H 0.1771 -1.2864 17.9689
H 1.5456 -1.3976 17.3407
H 3.6730 -2.0688 15.1759
H -3.0235 -8.9332 14.5935
H 0.8622 -4.0006 18.5438
H 0.6405 -12.3335 17.1755
H -2.3928 -7.7166 15.2940
H 1.9153 -6.4883 21.5106
H 1.8557 -1.8068 19.5651
H 3.6420 -5.0716 17.8548
H 3.4447 -4.0887 19.0071
H 2.8411 -6.4494 14.9896
H 1.8832 -9.5354 18.9163
H 0.9154 -1.6337 14.9085
H -1.1621 -7.5377 12.5859
H -0.9724 -10.3266 16.6237
H 1.8722 -7.2560 20.1375
H 1.0196 -5.3750 19.2317
H -1.4829 -8.2152 11.2462
H -0.2694 -8.7134 20.5647
H 3.6789 -0.5173 14.8826
H -0.9778 -9.5131 19.4980
H 4.3357 -4.5390 15.3157
H 4.4700 -3.5513 16.5530
```

## Properties
- Gap between HOMO and LUMO: 0.4071 Ha
- Energy: -1452.41021 Eh
- Relative energy (zero: lowest compared OMol25 entry of this formula, charge and spin): 77.6 kJ/mol
- HOMO energy: -11.080 eV
- Molar mass: 342.3 g/mol
- Charge: 0


(6)
A molecular structure, H39O20 at a distorted geometry, computed with ωB97M-V with the def2-TZVPD basis set.

XYZ file:
```
59
Properties=species:S:1:pos:R:3
O -5.1902 -0.5871 -2.3424
O -2.5167 0.4346 -0.3445
O 4.6046 -3.1127 -0.9816
O -3.3430 -2.3780 -3.3707
O 2.1721 -2.3767 -1.9442
O 0.7516 -0.6870 2.7566
O -5.5417 -0.5990 1.3105
O 5.2699 0.7802 -0.9694
O 1.5674 -2.8455 1.5455
O 3.8502 3.4785 -0.8041
O -2.0723 0.9102 2.1578
O 1.1407 3.2577 -1.9159
O -0.2234 -4.5260 -2.9108
O -1.2046 -2.4268 -1.7370
O -3.9945 2.2495 -1.9993
O 0.2247 1.2535 1.1644
O -2.3023 3.2300 3.4459
O 1.7371 1.2702 5.5355
O 2.0077 -0.0386 -0.4838
O 3.0693 2.6998 1.7739
H 1.6817 1.4077 4.5984
H -5.3059 0.0095 1.8238
H -1.7724 -2.5585 -0.9234
H -3.2378 3.2080 3.9097
H -5.2571 0.3040 -2.2584
H -4.2990 -0.9190 -1.8390
H 2.4090 -2.5656 1.1607
H 2.0108 -1.6197 -1.5713
H -4.5203 1.7858 -2.6650
H -3.0237 0.2307 0.4995
H -0.8765 0.9370 1.8335
H 0.0682 2.2130 1.1554
H 3.2527 4.0471 -0.4297
H -0.7279 -4.3059 -2.0264
H 2.4714 2.2813 1.0704
H -2.2145 0.0017 2.5740
H 1.7730 0.2953 5.5508
H 2.7326 2.5216 2.5660
H 4.4343 -4.0578 -0.6200
H 2.7122 -2.3616 -2.7094
H 5.8667 1.1553 -1.3601
H -2.6840 -3.0929 -3.3473
H -2.1545 2.3673 2.9999
H 1.9178 3.4299 -2.4811
H 1.1641 0.2669 -0.1355
H 0.2355 -1.0146 1.9548
H -6.1899 -0.4965 0.6359
H -0.8040 -1.5226 -1.6155
H 1.5343 -2.5083 2.4875
H 3.7686 -2.8231 -0.6432
H -1.6558 0.6472 -0.0744
H -0.4612 -3.8272 -3.4932
H 4.6424 3.2065 -0.3249
H 1.3109 2.3478 -1.6901
H 4.8682 -0.0015 -1.1595
H 2.6289 0.6274 -0.2793
H -3.6974 1.5995 -1.3833
H -3.1249 -1.4952 -3.4898
H 0.4699 0.3845 2.6077
```

## Properties
- Gap between HOMO and LUMO: 0.3638 Ha
- Energy: -1528.05502 Eh
- Relative energy (zero: lowest compared OMol25 entry of this formula, charge and spin): 801.6 kJ/mol
- HOMO energy: -7.566 eV
- Molar mass: 359.3 g/mol
- Charge: -1